The following is a quantum chemistry calculation of an isolated molecule of C2HN3O2 at a distorted geometry, from the Open Molecules 2025 dataset.

Properties
HOMO   -9.9826 eV
Gap between HOMO and LUMO   0.329 Eh

The geometry in ORCA input format:
```
! RIJCOSX wB97M-V def2-TZVPD def2/J DEFGRID3
* xyz 0 1
O -2.17 -0.35 -0.20
C -0.99 -0.22 0.03
C -0.11 0.97 0.09
N 1.14 0.87 -0.10
O 1.76 -0.26 -0.19
N 1.07 -1.50 0.05
N -0.13 -1.40 0.03
H -0.56 1.88 0.29
*
```

The following is a quantum chemistry calculation of a 3-piece molecular cluster, C2H12N2O2 overall at a distorted geometry, from the Open Molecules 2025 dataset.

Properties
HOMO   -9.7047 eV
Gap between HOMO and LUMO   0.391 Eh

The geometry in ORCA input format:
```
! RIJCOSX wB97M-V def2-TZVPD def2/J DEFGRID3
* xyz 0 1
N -1.13 0.03 -0.82
C -0.72 -1.25 -0.24
C -0.06 -0.92 1.12
N 1.10 -0.04 1.06
H -1.90 -0.03 -1.47
H -1.38 0.69 -0.10
H -1.44 -2.04 -0.07
H 0.12 -1.67 -0.80
H 0.21 -1.88 1.58
H -0.83 -0.54 1.81
H 1.91 -0.51 1.44
H 1.28 0.19 0.09
O -0.31 2.43 1.11
H 0.30 1.65 1.22
H -0.16 3.01 1.84
O 1.35 0.26 -2.47
H 1.04 0.11 -3.36
H 0.60 0.52 -1.94
*
```

The following is a quantum chemistry calculation of a 2-piece molecular cluster, C3H10NO2S2 overall at a distorted geometry, from the Open Molecules 2025 dataset.

Properties
HOMO   -13.0093 eV
Gap between HOMO and LUMO   0.354 Eh

The geometry in ORCA input format:
```
! RIJCOSX wB97M-V def2-TZVPD def2/J DEFGRID3
* xyz 1 1
N 0.87 1.03 -0.44
C 0.30 0.08 0.60
C 0.02 -1.24 -0.08
O -0.04 -1.39 -1.27
C -0.83 0.73 1.34
S -1.46 0.10 2.94
S -1.53 -1.92 2.88
H 0.06 1.39 -0.96
H 1.46 1.79 -0.09
H 1.26 0.48 -1.21
H 1.13 -0.08 1.28
H -0.11 -2.08 0.63
H -0.58 1.72 1.66
H -1.71 0.89 0.72
H -2.74 -2.18 2.37
H 1.52 0.90 -3.81
H 0.96 -0.50 -3.47
O 1.41 0.27 -3.09
*
```

The following is a quantum chemistry calculation of C30H28HfN5O2S2Si as an isolated structure, from the Open Molecules 2025 dataset.

Properties
HOMO   -10.4463 eV
Gap between HOMO and LUMO   0.260 Eh

The geometry in ORCA input format:
```
! RIJCOSX wB97M-V def2-TZVPD def2/J DEFGRID3
* xyz 1 1
Hf -0.01 0.97 0.37
S -4.28 0.79 -1.61
C -3.16 0.94 -2.94
C -3.43 1.08 -4.29
C -2.36 1.28 -5.15
C -1.06 1.37 -4.66
C -0.79 1.23 -3.31
C -1.85 0.99 -2.44
N -1.77 0.84 -1.06
C -2.96 0.78 -0.50
C -3.08 0.77 0.95
C -4.32 0.71 1.59
C -4.35 0.72 2.98
C -3.16 0.81 3.70
C -1.94 0.89 3.04
C -1.86 0.87 1.65
H -4.45 1.05 -4.66
H -2.55 1.40 -6.21
H -0.25 1.58 -5.34
H 0.22 1.38 -2.94
H -5.24 0.66 1.03
H -5.30 0.67 3.50
H -3.20 0.82 4.78
H -1.04 0.96 3.63
N 0.59 -0.77 -1.25
N 1.92 -0.86 -1.70
C 2.84 0.07 -1.37
N 4.10 -0.23 -1.67
S 2.44 1.57 -0.70
H 0.37 -1.61 -0.70
H -0.03 -0.76 -2.06
H 2.23 -1.79 -1.94
H 4.39 -1.18 -1.83
H 4.81 0.42 -1.37
O 0.71 2.61 1.60
C 0.24 3.53 0.87
C 0.17 5.00 1.14
C -0.56 5.52 -0.10
C -0.85 4.27 -0.93
O -1.47 4.22 -1.96
N -0.29 3.17 -0.29
H 1.18 5.40 1.26
H -0.35 5.18 2.08
H 0.03 6.21 -0.69
H -1.51 6.01 0.14
C 5.46 -2.47 0.35
C 4.34 -3.20 -0.02
C 3.08 -2.83 0.44
C 2.91 -1.71 1.26
C 4.05 -0.98 1.60
C 5.31 -1.36 1.16
Si 1.19 -1.12 1.85
C 0.06 -2.65 1.67
C 0.44 -3.90 2.18
C -0.35 -5.02 2.00
C -1.54 -4.94 1.30
C -1.95 -3.71 0.80
C -1.16 -2.59 0.99
H 6.45 -2.78 0.02
H 4.45 -4.09 -0.63
H 2.23 -3.43 0.16
H 3.95 -0.11 2.24
H 6.18 -0.78 1.46
H 1.38 -0.85 3.31
H 1.37 -3.99 2.72
H -0.03 -5.97 2.42
H -2.15 -5.82 1.16
H -2.90 -3.62 0.27
H -1.55 -1.63 0.64
*
```

The following is a quantum chemistry calculation of a 2-piece molecular cluster, C4H9N2S overall at a distorted geometry, from the Open Molecules 2025 dataset.

Properties
HOMO   -13.8511 eV
Gap between HOMO and LUMO   0.276 Eh

The geometry in ORCA input format:
```
! RIJCOSX wB97M-V def2-TZVPD def2/J DEFGRID3
* xyz 1 1
C -1.67 -2.61 0.00
C -0.80 -0.34 0.02
C 1.52 -0.46 0.17
C 0.43 1.79 0.20
N -1.07 -1.55 -0.26
N 0.28 0.39 0.28
S -2.84 1.17 -0.11
H -2.19 -2.69 1.01
H -1.66 -3.37 -0.79
H 1.48 -1.27 0.84
H 1.40 -1.12 -0.83
H 2.38 0.19 0.29
H 1.49 1.87 0.35
H 0.02 2.22 -0.68
H -0.11 2.34 0.91
H -2.49 1.56 1.19
*
```

The following is a quantum chemistry calculation of a 2-piece molecular cluster, C5H11NO2P overall at a distorted geometry, from the Open Molecules 2025 dataset.

Properties
HOMO (alpha / beta)   -12.1253 / -12.8987 eV
Gap between HOMO and LUMO (alpha / beta)   0.228 / 0.289 Eh

The geometry in ORCA input format:
```
! RIJCOSX wB97M-V def2-TZVPD def2/J DEFGRID3
* xyz 1 1
C -0.85 0.58 -0.96
C 0.10 1.50 -1.14
C -2.65 -0.58 0.13
C -0.37 -0.61 1.23
C 3.04 -0.53 -1.15
N -1.11 -0.27 -0.04
O 2.26 -0.25 -0.27
O 0.99 2.05 -0.28
P 1.30 2.25 1.28
H -1.54 0.52 -1.81
H 0.37 1.92 -2.13
H -2.89 -0.74 -0.90
H -2.97 -1.46 0.70
H -3.00 0.33 0.55
H -0.90 -1.45 1.52
H 0.76 -0.59 1.06
H -0.48 0.13 1.98
H 2.52 2.91 0.97
H 3.46 0.35 -1.76
H 3.29 -1.55 -1.56
*
```

The records above yield ΔE to the lowest compared entry with this formula, charge and spin values of 126.6; 7.6; 12.8; 0.0; 120.2; 97.6 kcal per mole, respectively.